No. 1
C19H64N6O13 | ωB97M-V with the def2-TZVPD basis set

The geometry in XYZ format:
```
102
Properties=species:S:1:pos:R:3:lowdin_charge:R:1
C -27.279 -18.095 -2.891 -0.0841
C -26.454 -19.386 -2.843 -0.2373
O -25.169 -19.119 -2.213 -0.1665
H -28.303 -18.337 -3.215 0.0856
H -26.788 -17.374 -3.537 0.0516
H -27.409 -17.628 -1.894 0.0663
H -26.225 -19.746 -3.860 0.1186
H -26.960 -20.174 -2.232 0.1298
H -24.567 -18.782 -2.885 0.0289
C -24.273 -16.581 -3.928 -0.0859
C -22.869 -17.087 -4.002 -0.2897
O -22.972 -18.472 -3.842 -0.0923
H -24.892 -17.108 -4.633 0.0800
H -24.368 -15.512 -4.160 0.0816
H -24.704 -16.670 -2.950 0.0472
H -22.138 -16.709 -3.282 0.1123
H -22.414 -16.988 -4.986 0.1199
H -23.171 -18.870 -4.693 0.1059
C -22.939 -14.447 -0.850 -0.0848
C -21.798 -15.142 -0.290 -0.3438
O -21.415 -14.396 0.817 -0.1099
H -23.707 -14.177 -0.113 0.0786
H -23.488 -15.073 -1.533 0.0423
H -22.560 -13.661 -1.562 0.1205
H -20.914 -15.294 -0.967 0.1402
H -22.046 -16.162 0.161 0.1076
H -20.457 -14.450 1.030 0.1335
C -29.052 -14.781 5.112 -0.0795
C -27.590 -15.140 5.164 -0.3365
O -26.982 -14.394 4.192 -0.1093
H -29.474 -15.031 6.060 0.0603
H -29.511 -15.352 4.275 0.0840
H -29.225 -13.742 4.862 0.0696
H -27.484 -16.261 5.025 0.1255
H -27.177 -14.833 6.127 0.1144
H -26.148 -14.797 4.036 0.0092
C -25.932 -13.149 -2.823 -0.0580
C -26.454 -13.056 -1.390 -0.3499
O -25.580 -12.257 -0.665 -0.0821
H -25.847 -12.245 -3.364 0.0581
H -26.530 -13.881 -3.427 0.0748
H -24.934 -13.691 -2.750 0.0628
H -26.523 -13.994 -0.766 0.1021
H -27.470 -12.663 -1.343 0.0853
H -25.815 -12.292 0.273 0.0460
C -27.088 -18.184 2.701 -0.0651
C -25.660 -18.090 3.258 -0.2401
O -25.076 -19.436 3.101 -0.1023
H -27.147 -18.514 1.647 0.0683
H -27.659 -17.222 2.820 0.0767
H -27.608 -18.913 3.319 0.0765
H -25.617 -17.767 4.269 0.0921
H -25.052 -17.461 2.646 0.0696
H -24.509 -19.562 3.863 0.0917
C -24.383 -21.309 0.252 -0.6334
O -24.139 -22.169 1.322 -0.1343
N -24.179 -21.569 -1.008 0.1435
N -24.881 -20.130 0.398 0.1484
H -23.632 -22.479 -1.269 0.1748
H -24.370 -20.842 -1.693 0.0696
H -25.084 -19.919 1.329 0.0460
H -25.274 -19.562 -0.391 0.1120
C -28.671 -13.581 1.396 -0.5956
O -28.642 -14.935 1.392 -0.1053
N -28.053 -12.817 2.283 0.1767
N -29.340 -12.897 0.493 0.1620
H -27.540 -13.449 2.941 0.0711
H -27.727 -11.875 2.162 0.1118
H -29.808 -13.478 -0.168 0.0636
H -29.478 -11.886 0.324 0.1420
C -23.544 -14.972 3.695 -0.5999
O -24.581 -15.400 4.457 -0.0743
N -22.398 -14.594 4.202 0.1516
N -23.528 -14.936 2.370 0.1520
H -22.301 -14.843 5.191 0.1241
H -21.486 -14.296 3.662 0.1741
H -24.410 -15.370 1.990 0.0899
H -22.710 -14.633 1.751 0.0900
C -25.456 -16.388 0.149 -0.1678
O -25.953 -15.670 1.202 -0.1311
H -25.551 -15.943 -0.822 0.0588
H -26.102 -17.210 0.167 0.0591
H -24.422 -16.613 0.229 0.0692
H -26.914 -15.704 1.116 0.0524
C -29.191 -15.453 -1.939 -0.1702
O -29.846 -14.219 -2.080 -0.1021
H -29.647 -16.162 -1.206 0.1054
H -28.120 -15.411 -1.704 0.0540
H -29.298 -15.892 -2.937 0.0764
H -29.466 -13.835 -2.827 0.0493
C -22.094 -18.565 -0.595 -0.1427
O -22.453 -18.696 0.808 -0.1255
H -21.046 -18.339 -0.704 0.0754
H -22.521 -17.699 -1.128 0.0419
H -22.380 -19.504 -1.058 0.0675
H -23.335 -19.095 0.863 0.0191
C -24.433 -12.033 3.028 -0.1652
O -25.012 -12.719 1.963 -0.1415
H -24.722 -10.971 3.041 0.0853
H -23.351 -11.929 2.891 0.0744
H -24.576 -12.441 4.047 0.0899
H -24.602 -13.588 2.057 0.0077
```

Calculated total energy = -56295.4435 eV
Energy above the lowest of the compared OMol25 structures with the same formula, charge and spin = 0.000 eV
Strongest force on any atom = 8.4 eV Å⁻¹
HOMO = -8.369 eV

=====

No. 2
CH5O2P | ωB97M-V with the def2-TZVPD basis set

The geometry in XYZ format:
```
9
Properties=species:S:1:pos:R:3:nbo_charge:R:1
C 1.029 -1.635 0.956 0.0947
O -0.163 -1.533 0.581 -0.0419
O -1.079 -0.990 1.326 -0.4221
P -0.359 1.354 -1.412 -0.0210
H 1.264 -1.144 1.877 0.1853
H -0.702 2.060 -0.172 0.0144
H 1.523 -2.335 0.347 0.1868
H -1.776 1.653 -1.838 0.0171
H 0.262 2.571 -1.665 -0.0132
```

Calculated total energy = -14495.4450 eV
Energy above the lowest of the compared OMol25 structures with the same formula, charge and spin = 6.289 eV
Strongest force on any atom = 2.5 eV Å⁻¹
HOMO (spin up / spin down) = -9.644 / -9.646 eV

=====

No. 3
C2H8N6 | ωB97M-V with the def2-TZVPD basis set

The geometry in XYZ format:
```
16
Properties=species:S:1:pos:R:3:nbo_charge:R:1
N 2.709 -0.010 0.003 -0.6795
C 1.431 0.044 -0.053 0.6569
N 0.736 -1.151 0.111 -0.3947
N -0.706 -1.154 0.006 -0.4008
C -1.414 -0.040 -0.048 0.6531
N -2.716 0.054 0.003 -0.6980
N -0.725 1.110 0.005 -0.3779
N 0.682 1.140 -0.031 -0.3825
H 3.104 -0.917 0.055 0.4512
H 3.350 0.778 -0.179 0.4718
H 0.980 -1.890 -0.511 0.4239
H -0.943 -2.152 -0.089 0.4720
H -3.371 -0.788 -0.150 0.4763
H -3.091 0.924 0.017 0.4279
H -1.188 1.889 0.224 0.4336
H 1.144 1.977 0.392 0.4666
```

Calculated total energy = -11125.3459 eV
SMILES = [NH2+]=C1NNC(=[NH2+])NN1
Energy above the lowest of the compared OMol25 structures with the same formula, charge and spin = 0.000 eV
Strongest force on any atom = 5.3 eV Å⁻¹
Net charge = +2
HOMO = -18.699 eV

=====

No. 4
C39H106N6O11 | ωB97M-V with the def2-TZVPD basis set

The geometry in XYZ format:
```
162
Properties=species:S:1:pos:R:3:lowdin_charge:R:1
C -3.791 1.137 -2.036 -0.1120
O -5.028 1.043 -2.661 -0.1974
C -5.935 2.031 -2.280 -0.2075
C -7.255 1.403 -1.864 -0.4659
C -8.302 2.456 -1.778 -0.0742
N -7.294 0.631 -0.622 0.0656
H -3.262 0.165 -2.192 0.0951
H -3.847 1.238 -0.901 0.0911
H -3.183 1.946 -2.382 0.0743
H -5.462 2.611 -1.431 0.1263
H -5.993 2.746 -3.109 0.1298
H -7.536 0.702 -2.695 0.1533
H -9.191 1.801 -2.083 0.1124
H -8.071 3.315 -2.400 0.0744
H -8.529 2.787 -0.794 0.0603
H -6.738 -0.225 -0.664 0.0425
H -6.902 1.198 0.135 0.0718
C -4.393 4.555 1.112 -0.1250
O -3.218 4.827 0.456 -0.1700
C -2.419 3.698 0.118 -0.2021
C -1.153 3.659 0.924 -0.4230
C -0.331 4.932 0.688 -0.0595
N -0.242 2.501 0.770 0.0597
H -4.837 5.566 1.176 0.1039
H -4.263 4.213 2.120 0.0768
H -5.078 3.948 0.539 0.0696
H -2.898 2.737 0.326 0.0833
H -2.073 3.851 -0.957 0.1478
H -1.446 3.689 1.995 0.1469
H 0.200 4.921 -0.275 0.0700
H 0.514 4.929 1.377 0.0523
H -0.801 5.910 0.731 0.0771
H -0.759 1.718 1.153 0.0439
H -0.076 2.220 -0.201 0.0791
C -2.219 -4.902 3.428 -0.0938
O -2.469 -4.343 2.154 -0.1655
C -1.660 -3.203 2.071 -0.2723
C -1.794 -2.597 0.713 -0.3505
C -1.099 -3.618 -0.268 -0.0130
N -1.156 -1.246 0.829 0.0689
H -2.728 -4.279 4.258 0.1258
H -1.145 -4.990 3.550 0.0768
H -2.621 -5.866 3.330 0.0708
H -2.000 -2.566 2.892 0.1144
H -0.655 -3.374 2.355 0.0991
H -2.828 -2.488 0.346 0.1062
H -1.061 -3.246 -1.298 0.0721
H -1.627 -4.550 -0.303 0.0697
H -0.162 -3.796 0.213 0.0438
H -0.251 -1.402 1.360 0.0767
H -0.819 -0.844 -0.044 0.0706
C 3.446 -0.920 -4.883 -0.0926
O 3.885 -1.970 -4.029 -0.2018
C 5.073 -1.636 -3.397 -0.2731
C 5.457 -2.721 -2.505 -0.4338
C 7.008 -2.626 -2.195 -0.0252
N 5.085 -3.985 -3.093 0.0621
H 4.177 -0.666 -5.729 0.1161
H 3.272 0.018 -4.326 0.0617
H 2.463 -1.203 -5.270 0.0888
H 5.755 -1.585 -4.247 0.1343
H 4.977 -0.612 -2.937 0.1152
H 4.975 -2.580 -1.515 0.1217
H 7.463 -2.931 -3.082 0.0521
H 7.352 -3.288 -1.449 0.0551
H 7.299 -1.609 -1.901 0.0792
H 4.246 -4.069 -3.582 0.0457
H 5.332 -4.810 -2.520 0.0992
C 6.163 1.840 -3.769 -0.1445
O 4.929 2.127 -3.243 -0.1960
C 4.346 3.223 -3.899 -0.2290
C 3.075 3.568 -3.218 -0.4641
C 2.008 2.528 -3.355 -0.0531
N 2.604 4.846 -3.779 0.0398
H 6.070 1.416 -4.809 0.1041
H 6.596 1.026 -3.197 0.0746
H 6.813 2.738 -3.839 0.0975
H 5.158 3.992 -3.974 0.1380
H 4.107 2.985 -4.900 0.1182
H 3.369 3.664 -2.160 0.1396
H 1.548 2.636 -4.391 0.1204
H 1.203 2.643 -2.667 0.0587
H 2.377 1.552 -3.100 0.0357
H 3.349 5.569 -3.655 0.0908
H 1.943 5.142 -3.077 0.0603
C 0.981 -0.814 -2.376 -0.1160
O 1.500 0.087 -1.440 -0.2280
C 2.708 -0.389 -0.742 -0.1437
C 3.281 0.746 0.033 -0.4004
C 4.661 0.372 0.589 -0.0247
N 2.356 1.070 1.150 0.0626
H -0.114 -0.982 -2.259 0.0809
H 1.483 -1.741 -2.286 0.0738
H 1.084 -0.386 -3.376 0.0727
H 2.401 -1.245 -0.128 0.1341
H 3.419 -0.578 -1.592 0.1158
H 3.349 1.649 -0.589 0.1344
H 5.025 1.230 1.133 0.0740
H 5.292 0.214 -0.281 0.0708
H 4.561 -0.485 1.267 0.0906
H 2.814 1.590 1.888 0.0485
H 1.575 1.653 0.879 0.0282
C 0.252 -1.586 4.856 -0.0355
C 0.423 -0.635 3.679 -0.4699
C 0.929 0.761 4.086 -0.0596
O 1.307 -1.164 2.689 -0.0983
H 1.128 -1.712 5.478 0.0824
H -0.100 -2.583 4.632 0.0593
H -0.475 -1.115 5.452 0.0621
H -0.551 -0.550 3.193 0.1009
H 0.737 1.480 3.326 0.0404
H 2.000 0.650 4.274 0.0938
H 0.397 1.242 4.948 0.0949
H 1.594 -0.379 2.188 0.0237
C 1.917 -6.190 1.642 -0.0727
C 2.566 -5.134 0.805 -0.4313
C 3.728 -4.481 1.543 -0.0588
O 3.161 -5.799 -0.426 -0.0913
H 1.413 -5.682 2.527 0.0966
H 2.602 -6.903 2.089 0.0778
H 1.129 -6.733 1.120 0.0804
H 1.789 -4.439 0.556 0.0937
H 4.430 -3.862 0.921 0.0806
H 4.341 -5.201 2.050 0.0704
H 3.395 -3.757 2.275 0.0668
H 3.073 -5.164 -1.174 0.0708
C -4.549 -0.653 2.032 -0.0372
C -4.002 0.759 2.153 -0.4956
C -4.116 1.308 3.562 -0.0563
O -2.652 0.941 1.743 -0.1136
H -4.477 -1.055 1.023 0.0580
H -5.647 -0.567 2.150 0.0901
H -4.250 -1.464 2.745 0.0975
H -4.531 1.478 1.545 0.1007
H -5.204 1.405 3.771 0.0901
H -3.560 2.239 3.647 0.0685
H -3.777 0.589 4.336 0.0849
H -2.282 0.051 1.569 0.0281
C 1.741 3.746 4.529 -0.0735
C 3.126 3.631 3.996 -0.5174
C 3.696 4.907 3.427 -0.0725
O 4.100 3.142 4.971 -0.0401
H 1.505 2.804 5.098 0.0562
H 1.000 3.931 3.713 0.0915
H 1.777 4.574 5.285 0.1021
H 2.986 3.115 2.981 0.1194
H 4.650 4.740 2.869 0.0954
H 3.900 5.604 4.242 0.0837
H 3.025 5.365 2.726 0.0658
H 3.818 2.283 5.324 0.0831
C -5.247 -3.819 -0.870 -0.0517
C -4.877 -2.720 -1.820 -0.5113
C -4.746 -3.380 -3.237 -0.0409
O -5.871 -1.750 -1.750 -0.0674
H -5.221 -3.554 0.127 0.0412
H -4.739 -4.766 -1.061 0.0891
H -6.333 -3.966 -1.046 0.1033
H -3.960 -2.209 -1.570 0.1050
H -3.969 -4.175 -3.255 0.0816
H -4.471 -2.660 -3.991 0.0608
H -5.730 -3.836 -3.478 0.0907
H -5.706 -0.944 -2.275 0.0736
```

Calculated total energy = -73619.5348 eV
SMILES = COC[C@H](C)N.COC[C@H](C)N.COC[C@H](C)N.COC[C@H](C)N.COC[C@H](C)N.COC[C@H](C)N.CC(C)O.CC(C)O.CC(C)O.CC(C)O.CC(C)O
Energy above the lowest of the compared OMol25 structures with the same formula, charge and spin = 1.648 eV
Strongest force on any atom = 3.2 eV Å⁻¹
HOMO = -8.875 eV

=====

No. 5
C5H12BrPS | ωB97M-V with the def2-TZVPD basis set

The geometry in XYZ format:
```
20
Properties=species:S:1:pos:R:3:nbo_charge:R:1
C 1.361 -1.231 -0.487 -0.6217
C -0.133 -1.413 -0.733 -0.5652
C -0.437 -0.867 -2.174 -0.6177
P -1.208 -0.576 0.526 0.7366
S -1.909 1.131 -0.621 -0.3102
Br -3.004 -2.126 -0.044 -0.3232
H 1.911 -1.881 -1.205 0.2219
H 1.678 -0.188 -0.412 0.2045
H 1.546 -1.609 0.445 0.2095
H -0.228 -2.604 -0.620 0.2579
H 0.114 -1.573 -2.878 0.2181
H 0.147 0.105 -2.078 0.2077
H -1.446 -0.870 -2.375 0.2260
H -2.820 1.353 0.396 0.1638
C 0.606 2.253 2.697 -0.3863
C 0.920 1.932 1.461 -0.3909
H 1.187 2.492 3.551 0.2087
H -0.454 2.349 2.771 0.1869
H 0.198 1.694 0.643 0.1948
H 1.972 1.628 1.136 0.1791
```

Calculated total energy = -95544.7789 eV
SMILES = CC(C)P(S)Br.C=C
Energy above the lowest of the compared OMol25 structures with the same formula, charge and spin = 1.995 eV
Strongest force on any atom = 4.7 eV Å⁻¹
HOMO = -9.306 eV

=====

No. 6
C4H14O3 | ωB97M-V with the def2-TZVPD basis set

The geometry in XYZ format:
```
21
Properties=species:S:1:pos:R:3:mulliken_spin:R:1
C -0.621 2.446 -1.297 -0.2702
C 0.431 1.993 -0.507 0.4205
C 1.890 1.820 -0.971 0.2077
C -1.878 2.950 -0.604 0.1513
H -0.390 2.650 -2.342 -0.0172
H 0.300 1.813 0.688 -0.0347
H 2.386 2.738 -1.407 -0.0525
H 2.043 1.164 -1.864 0.0052
H 2.411 1.692 0.001 -0.1131
H -2.743 2.128 -0.556 0.0067
H -1.748 3.078 0.530 -0.0975
H -2.231 3.785 -1.200 0.0140
H 2.181 -3.761 1.173 -0.1269
H 0.772 -3.063 1.471 -0.0604
O 1.208 -3.815 1.048 0.3870
H -0.778 -0.734 2.182 -0.1407
H 0.176 -1.443 3.068 -0.3315
O 0.063 -1.214 2.155 0.8742
H -1.136 -3.277 -0.293 -0.0763
H -0.364 -2.060 -0.659 -0.0033
O -1.248 -2.467 -0.768 0.2577
```

⟨S²⟩ = 0.7505
Calculated total energy = -10515.0203 eV
Spin multiplicity = 2
Energy above the lowest of the compared OMol25 structures with the same formula, charge and spin = 1.433 eV
Strongest force on any atom = 4.3 eV Å⁻¹
Net charge = -1
HOMO (spin up / spin down) = 0.680 / -6.005 eV

=====

No. 7
C4H11NS | ωB97M-V with the def2-TZVPD basis set

The geometry in XYZ format:
```
17
Properties=species:S:1:pos:R:3:mulliken_spin:R:1
C -1.673 -0.146 2.175 0.0099
C -1.906 -0.349 0.688 -0.0245
S -0.451 -0.732 -0.284 0.4445
H -1.067 -0.957 2.586 -0.0045
H -2.639 -0.139 2.679 0.0038
H -1.148 0.782 2.387 -0.0002
H -2.441 0.496 0.261 0.0245
H -2.534 -1.226 0.523 0.0143
C 2.595 0.351 -1.393 -0.0164
C 0.757 0.550 0.236 -0.0319
N 1.365 0.990 -0.950 0.4817
H 3.439 1.033 -1.218 0.0381
H 2.560 0.154 -2.460 0.0073
H 2.780 -0.551 -0.808 0.0117
H 1.450 0.109 0.940 0.0064
H 0.150 1.338 0.694 0.0573
H 0.659 1.093 -1.684 -0.0219
```

⟨S²⟩ = 0.7584
Calculated total energy = -16643.2561 eV
Spin multiplicity = 2
Energy above the lowest of the compared OMol25 structures with the same formula, charge and spin = 0.000 eV
Strongest force on any atom = 1.4 eV Å⁻¹
Net charge = +1
HOMO (spin up / spin down) = -14.491 / -14.035 eV

=====

No. 8
C10H13N2O | ωB97M-V with the def2-TZVPD basis set

The geometry in XYZ format:
```
26
Properties=species:S:1:pos:R:3:nbo_charge:R:1
C 3.025 -0.107 0.911 -0.7333
C 1.765 -0.385 0.234 0.5119
N 1.295 -1.531 -0.106 -0.4247
C 0.060 -1.683 -0.834 -0.2448
C -1.038 -0.816 -0.262 -0.0803
C -2.259 -1.383 0.033 -0.1570
C -3.307 -0.480 0.334 -0.1989
C -3.074 0.835 0.489 -0.1770
C -1.807 1.421 0.257 -0.2008
C -0.776 0.531 -0.058 -0.0346
C 0.796 0.882 -0.128 0.3625
N 1.071 1.063 -1.575 -0.8783
O 1.239 1.922 0.668 -0.7357
H 3.144 0.923 1.212 0.2956
H 3.831 -0.478 0.289 0.2709
H 3.107 -0.777 1.779 0.2792
H 1.997 -2.204 -0.082 0.4177
H -0.165 -2.764 -0.693 0.2360
H 0.269 -1.474 -1.854 0.2540
H -2.409 -2.474 0.132 0.2363
H -4.316 -0.756 0.723 0.2410
H -3.870 1.434 0.964 0.2361
H -1.557 2.398 0.536 0.2121
H 2.039 1.526 -1.677 0.3873
H 0.337 1.616 -2.072 0.4041
H 0.606 2.761 0.782 0.5207
```

Calculated total energy = -15601.1817 eV
SMILES = CC1=[NH+]Cc2ccccc2[C@@]1(N)O
Energy above the lowest of the compared OMol25 structures with the same formula, charge and spin = 2.115 eV
Strongest force on any atom = 4.2 eV Å⁻¹
Net charge = +1
HOMO = -13.025 eV